Molecular formula: C5H9NO4S
Method: DFT, ωB97M-V with the def2-TZVPD basis set

Multiplicity: 3
HOMO level (spin up / spin down), Ha: -0.132 / -0.281
Largest force on an atom, eV/A: 5.4
ΔE to the lowest compared entry with this formula, charge and spin, eV: 0.3268
<S²>: 2.0109
Total charge: 0

Each line ends with the Mulliken spin population.
Cartesian coordinates (Å):
C -0.3495 -0.7015 0.4191  0.2657
C 0.8899 -1.1983 0.2349  0.3039
C 0.6862 2.0520 -1.2088  0.6897
C 1.9536 -1.3189 1.2698  0.0272
C -2.4137 -0.3287 -1.1731  0.0024
N -1.0022 -0.4804 -0.8025  0.2102
O -0.4744 -2.0192 -2.6448  0.0243
O 1.4279 -1.1654 -1.0727  0.0480
O 0.2845 0.3300 -2.7718  -0.0287
O -0.2042 2.0875 -0.4077  0.3016
S 0.1018 -0.8603 -2.0242  0.0519
H -0.8405 -0.7321 1.3960  0.0440
H 1.6083 1.4426 -1.2039  -0.0257
H 0.5872 2.5531 -2.2447  0.0354
H 2.3534 -2.4003 1.3323  0.0364
H 1.6393 -0.8864 2.2819  -0.0101
H 2.8375 -0.7653 0.7965  0.0121
H -3.0693 -0.7687 -0.5407  0.0015
H -2.6057 0.7565 -1.3481  0.0093
H -2.4112 -0.8342 -2.1296  0.0009